A 2-piece molecular cluster, C8H9NO7 overall, computed with ωB97M-V with the def2-TZVPD basis set.

```
25
Properties=species:S:1:pos:R:3:forces:R:3
C 0.334 0.322 -0.960 0.0 0.0 0.0
O -5.412 -2.281 1.768 0.0 0.0 0.0
C 3.697 1.831 -0.043 0.0 0.1 -0.2
O 2.723 2.167 -0.964 -0.2 -0.6 0.0
C -0.117 1.095 1.131 0.0 0.0 -0.1
H 0.692 0.138 -1.961 0.1 -0.1 0.0
O 0.038 1.611 2.186 -0.2 0.2 0.0
C 4.309 0.495 -0.327 0.3 0.1 0.0
C -0.603 -0.588 -0.252 0.0 0.1 0.2
H -3.879 -2.039 -0.805 0.0 0.0 0.0
O -0.986 0.039 0.926 0.3 -0.3 0.1
H 5.081 0.296 0.411 0.0 0.0 0.0
C 1.467 2.540 -0.405 0.1 0.4 0.1
C 0.607 1.342 -0.156 0.0 0.0 -0.1
H 0.975 3.171 -1.147 0.0 0.0 0.0
H -3.194 -2.180 0.848 0.0 0.0 0.0
O -0.980 -1.680 -0.526 -0.1 0.0 -0.2
H 4.752 0.496 -1.324 -0.1 0.0 0.0
O 3.998 2.567 0.844 -0.1 0.0 0.3
N -5.219 -2.709 0.649 0.0 0.0 0.0
C -3.835 -2.632 0.102 0.0 0.0 0.1
H -3.526 -3.646 -0.132 0.0 0.0 0.0
H 1.600 3.128 0.504 0.0 -0.1 0.0
O -6.066 -3.199 -0.070 0.0 0.0 0.0
H 3.544 -0.282 -0.295 0.0 0.0 0.0
```
Forces are in eV/Å.

Summary:
Strongest force on any atom, eV Å⁻¹: 0.60
Lowest unoccupied orbital energy, eV: -1.5
E_tot, eV: -24261.437
SMILES: CC(=O)OCC1=CC(=O)OC1=O.C[N+](=O)[O-]
Gap between HOMO and LUMO, eV: 9.487

A 2-piece molecular cluster, C8H9NS overall in a non-equilibrium geometry, computed with ωB97M-V with the def2-TZVPD basis set.

```
19
Properties=species:S:1:pos:R:3:forces:R:3
H 2.561 -0.116 -2.039 -0.6 1.7 2.4
C -1.213 -1.572 -0.114 0.3 -2.2 -1.3
C -2.041 0.020 1.456 -0.1 -0.9 0.6
H 3.203 -0.270 0.553 -0.3 2.9 -0.3
H -1.198 2.197 0.271 0.8 -1.0 0.1
C 2.129 0.614 -1.190 1.3 -0.7 -2.5
C -0.003 0.578 0.120 -2.4 2.2 2.1
H -0.981 -3.327 -1.546 -0.4 0.2 0.5
H -2.842 -0.631 1.871 0.7 0.4 -0.7
H 1.381 -1.044 -0.112 -0.4 -1.2 0.2
N -0.224 1.859 0.161 0.7 -1.1 -0.8
S -4.675 -0.125 -0.407 0.1 0.0 0.0
C -1.110 -0.375 0.579 -0.6 1.5 -0.1
H -1.918 0.974 1.910 -0.1 0.6 0.4
C -1.166 -2.545 -0.827 0.3 0.2 -0.1
C 1.305 0.002 -0.106 -0.8 0.5 -1.3
H 1.778 1.543 -1.648 -0.1 -0.3 0.4
H 2.421 1.532 0.836 0.6 1.0 0.5
C 2.593 0.687 0.232 0.9 -4.0 -0.1
```
Forces are in eV/Å.

Summary:
Relative energy (zero: lowest compared OMol25 entry of this formula, charge and spin), eV: 6.056
Strongest force on any atom, eV Å⁻¹: 4.12
Lowest unoccupied orbital energy (spin up / spin down), eV: -2.7 / -2.6
E_tot, eV: -20759.601
Gap between HOMO and LUMO (spin up / spin down), eV: 6.670 / 6.628

A 2-piece molecular cluster, C8H9O overall, computed with ωB97M-V with the def2-TZVPD basis set.

```
18
Properties=species:S:1:pos:R:3:forces:R:3
C 2.718 -1.285 -0.702 -0.5 0.5 -0.2
C 2.142 0.014 -2.612 0.7 -0.5 -0.3
H -2.348 -0.508 2.801 -0.1 -0.1 0.1
H -0.995 0.694 2.512 0.2 0.2 -0.1
H 3.339 -2.010 -0.200 0.1 -0.1 0.0
C -1.994 0.364 2.273 0.1 -0.3 0.3
C -3.563 1.602 0.625 -0.2 0.2 -0.1
H -3.646 1.294 -0.405 0.1 -0.1 -0.2
C 2.968 -0.917 -2.027 -0.3 0.2 0.2
H 3.784 -1.343 -2.584 0.1 0.0 -0.1
H 2.256 0.374 -3.627 -0.1 0.0 0.1
H 1.409 -0.936 0.988 -0.1 0.0 0.0
O 1.127 0.552 -1.970 0.0 0.0 0.0
H 0.010 0.728 -0.302 0.0 0.0 -0.1
H -4.189 2.425 0.930 -0.1 0.1 0.1
C 0.870 0.218 -0.720 -0.1 -0.2 0.8
C -2.774 1.008 1.462 0.1 -0.1 -0.3
C 1.641 -0.691 -0.036 0.2 0.0 -0.4
```
Forces are in eV/Å.

Summary:
Relative energy (zero: lowest compared OMol25 entry of this formula, charge and spin), eV: 0.411
Strongest force on any atom, eV Å⁻¹: 0.86
Lowest unoccupied orbital energy, eV: -5.8
Total charge: +1
E_tot, eV: -10479.433
Gap between HOMO and LUMO, eV: 6.795

Copy entry 1 word for word.
A 2-piece molecular cluster, C8H9NO7 overall, computed with ωB97M-V with the def2-TZVPD basis set.

```
25
Properties=species:S:1:pos:R:3:forces:R:3
C 0.334 0.322 -0.960 0.0 0.0 0.0
O -5.412 -2.281 1.768 0.0 0.0 0.0
C 3.697 1.831 -0.043 0.0 0.1 -0.2
O 2.723 2.167 -0.964 -0.2 -0.6 0.0
C -0.117 1.095 1.131 0.0 0.0 -0.1
H 0.692 0.138 -1.961 0.1 -0.1 0.0
O 0.038 1.611 2.186 -0.2 0.2 0.0
C 4.309 0.495 -0.327 0.3 0.1 0.0
C -0.603 -0.588 -0.252 0.0 0.1 0.2
H -3.879 -2.039 -0.805 0.0 0.0 0.0
O -0.986 0.039 0.926 0.3 -0.3 0.1
H 5.081 0.296 0.411 0.0 0.0 0.0
C 1.467 2.540 -0.405 0.1 0.4 0.1
C 0.607 1.342 -0.156 0.0 0.0 -0.1
H 0.975 3.171 -1.147 0.0 0.0 0.0
H -3.194 -2.180 0.848 0.0 0.0 0.0
O -0.980 -1.680 -0.526 -0.1 0.0 -0.2
H 4.752 0.496 -1.324 -0.1 0.0 0.0
O 3.998 2.567 0.844 -0.1 0.0 0.3
N -5.219 -2.709 0.649 0.0 0.0 0.0
C -3.835 -2.632 0.102 0.0 0.0 0.1
H -3.526 -3.646 -0.132 0.0 0.0 0.0
H 1.600 3.128 0.504 0.0 -0.1 0.0
O -6.066 -3.199 -0.070 0.0 0.0 0.0
H 3.544 -0.282 -0.295 0.0 0.0 0.0
```
Forces are in eV/Å.

Summary:
Strongest force on any atom, eV Å⁻¹: 0.60
Lowest unoccupied orbital energy, eV: -1.5
E_tot, eV: -24261.437
SMILES: CC(=O)OCC1=CC(=O)OC1=O.C[N+](=O)[O-]
Gap between HOMO and LUMO, eV: 9.487

- What is the formula in the second record?
  C8H9NS

- Look up the strongest force on any atom of the first one.
  0.60 eV Å⁻¹